Version 1
Computed, not measured: a single C8H8 molecule, with ωB97M-V with the def2-TZVPD basis set.

ORCA input file:
```
! RIJCOSX wB97M-V def2-TZVPD def2/J DEFGRID3
* xyz 0 1
C 1.693 0.535 0.374
C 0.450 -0.201 0.636
C 0.687 0.202 -1.674
C -0.853 0.170 1.426
C -0.094 -0.405 -0.755
C -1.943 -0.503 0.573
C -1.469 -0.755 -0.648
C 1.874 0.753 -0.995
H 2.778 1.123 -1.545
H 2.446 0.668 1.093
H -0.951 1.300 1.179
H -2.937 -0.694 0.935
H -2.129 -1.199 -1.449
H -0.911 0.005 2.510
H 0.581 0.181 -2.776
H 0.777 -1.180 1.114
*
```

Computed properties:
Kohn-Sham gap in hartree: 0.3101



Version 2
Computed, not measured: a single C8H8 molecule, with ωB97M-V with the def2-TZVPD basis set.

ORCA input file:
```
! RIJCOSX wB97M-V def2-TZVPD def2/J DEFGRID3
* xyz 0 1
C -0.991 -0.067 0.763
C 0.186 -1.088 -2.616
C -0.853 -0.102 -0.656
C -0.184 1.027 -0.151
C 0.324 -0.220 1.676
C -0.712 -1.138 -1.586
C 0.880 0.967 2.129
C 1.123 0.769 0.719
H 1.035 -0.434 -2.516
H 1.732 1.344 2.668
H -0.471 2.067 -0.261
H -0.013 -1.630 -3.527
H 0.652 -1.239 1.837
H -1.084 -2.126 -1.344
H 1.948 0.209 0.287
H -1.896 0.342 1.200
*
```

Computed properties:
Kohn-Sham gap in hartree: 0.1809



Of them, version 1 has the highest stability.



Version 1
Computed, not measured: a single C8H8 molecule, with ωB97M-V with the def2-TZVPD basis set.

ORCA input file:
```
! RIJCOSX wB97M-V def2-TZVPD def2/J DEFGRID3
* xyz 0 1
C 1.877 -1.015 0.130
C 0.914 1.827 -0.077
C -1.530 0.759 -0.345
C -1.794 -0.740 -0.174
C -2.466 0.075 0.596
C -0.591 -1.514 -0.241
C 0.428 -0.658 -0.084
C 0.080 0.794 -0.082
H -0.683 -2.543 -0.166
H -1.721 1.525 -1.062
H 1.956 -1.804 -0.517
H -3.345 0.476 1.193
H 0.465 2.846 0.031
H 2.572 -0.349 -0.282
H 1.965 1.602 -0.104
H 1.872 -1.280 1.186
*
```

Computed properties:
Kohn-Sham gap in hartree: 0.3056



Version 2
Computed, not measured: a single C8H8 molecule, with ωB97M-V with the def2-TZVPD basis set.

ORCA input file:
```
! RIJCOSX wB97M-V def2-TZVPD def2/J DEFGRID3
* xyz 0 1
C 0.516 -1.289 0.065
C -2.004 -0.650 0.064
C -0.823 -1.505 0.038
C 0.657 1.222 0.049
C -1.918 0.771 -0.115
C -0.629 1.597 -0.005
C 1.313 -0.111 -0.175
C 2.623 -0.022 -0.074
H -2.898 -1.282 -0.142
H 3.241 0.804 -0.059
H -0.873 2.697 0.410
H -2.854 1.284 -0.248
H 3.375 -0.970 0.167
H 1.084 -2.174 0.068
H -0.913 -2.555 0.205
H 1.432 2.122 0.519
*
```

Computed properties:
Kohn-Sham gap in hartree: 0.2832



Version 3
Computed, not measured: a single C8H8 molecule, with ωB97M-V with the def2-TZVPD basis set.

ORCA input file:
```
! RIJCOSX wB97M-V def2-TZVPD def2/J DEFGRID3
* xyz 0 1
C 0.857 0.593 -1.933
C 0.832 1.340 -0.842
C 0.195 0.594 0.221
C -0.839 -1.401 0.852
C 0.203 -0.772 -1.652
C -0.220 0.768 1.652
C -0.825 -0.576 1.962
C -0.200 -0.624 -0.224
H -1.337 -0.769 2.921
H -0.897 1.635 1.750
H 1.294 0.826 -2.912
H -0.592 -0.956 -2.382
H -1.322 -2.390 0.816
H 1.245 2.347 -0.733
H 0.630 0.917 2.323
H 0.976 -1.532 -1.818
*
```

Computed properties:
Kohn-Sham gap in hartree: 0.3204



Of them, version 3 has the highest stability.



Version 1
Computed, not measured: a gas-phase ion, C6H11N3 (charge +2), with ωB97M-V with the def2-TZVPD basis set.

ORCA input file:
```
! RIJCOSX wB97M-V def2-TZVPD def2/J DEFGRID3
* xyz 2 1
N -1.098 0.269 0.262
N -2.554 -1.462 0.026
N 1.342 0.135 -0.103
C 2.551 0.950 0.025
C 1.799 -1.255 -0.330
C 0.202 0.667 0.335
C 1.240 -2.420 -0.138
C -1.980 1.461 -0.015
C -1.426 -1.022 0.365
H 3.559 0.575 -0.016
H 0.300 1.754 0.583
H -2.712 1.342 -0.835
H 2.843 -1.356 -0.677
H 0.934 -3.371 0.078
H 2.538 1.758 -0.744
H -1.335 2.307 -0.258
H -2.766 -2.428 0.145
H 2.404 1.485 0.967
H -3.161 -0.915 -0.461
H -2.681 1.527 0.792
*
```

Computed properties:
Kohn-Sham gap (spin up / spin down) in hartree: 0.2321 / 0.3272



Version 2
Computed, not measured: a gas-phase ion, C6H11N3 (charge +2), with ωB97M-V with the def2-TZVPD basis set.

ORCA input file:
```
! RIJCOSX wB97M-V def2-TZVPD def2/J DEFGRID3
* xyz 2 1
N -0.275 0.710 0.409
N 0.029 -1.180 -0.974
N -0.487 1.532 -0.444
C -0.007 -0.631 0.146
C 0.190 0.772 -2.543
C 0.198 -0.497 -2.181
C -0.257 -2.535 -1.121
C 0.708 1.926 2.212
C -0.387 1.001 1.842
H 0.596 2.869 1.500
H -0.385 0.088 2.411
H -1.287 -2.680 -1.585
H -1.393 1.607 2.056
H 0.280 -2.967 -1.949
H 0.472 -1.218 -2.978
H -0.308 -3.125 -0.134
H -0.056 -1.192 1.005
H 1.786 1.532 1.976
H 0.081 1.687 -2.929
H 0.501 2.301 3.279
*
```

Computed properties:
Kohn-Sham gap (spin up / spin down) in hartree: 0.2988 / 0.2990



Of them, version 1 has the highest stability.